<w>
Entry from the Open Molecules 2025 dataset: an isolated molecule of C7H9NO2 (ωB97M-V with the def2-TZVPD basis set).

Structure (XYZ):
```
19
Properties=species:S:1:pos:R:3
C 1.534 1.784 -1.915
C 2.585 2.124 -1.110
C 0.439 0.846 -1.392
C 2.802 1.602 0.161
C 0.044 -1.760 0.360
C -1.559 0.119 0.705
C -0.178 -0.332 0.703
N 0.679 0.491 -0.152
O -0.563 0.654 -2.095
O 3.216 1.521 1.237
H 1.378 2.254 -2.871
H 3.235 2.964 -1.556
H 1.171 -1.834 0.125
H -0.076 -2.436 1.326
H -0.607 -2.152 -0.503
H -2.174 0.209 -0.316
H -1.509 1.164 1.145
H -2.234 -0.540 1.356
H 0.174 -0.122 1.794
```

Properties
Lowest unoccupied orbital energy in eV: -1.741
Orbital gap in Eh: 0.2489
HOMO in Ha: -0.313
Molar mass in g/mol: 139.15
Multiplicity: 1

---

<x>
Entry from the Open Molecules 2025 dataset: a cluster of 2 separate species, C7H9NO2 in total (ωB97M-V with the def2-TZVPD basis set).

Structure (XYZ):
```
19
Properties=species:S:1:pos:R:3
C -1.171 -4.288 -0.394
C -0.330 -3.610 -0.947
C 1.192 0.389 -0.955
C 0.106 1.290 0.989
C 1.178 1.590 -0.110
C -0.632 0.021 0.467
C -1.169 0.154 -0.882
N 0.157 -0.457 -0.698
O 1.948 0.302 -1.884
O 2.457 1.859 0.449
H -1.885 -5.044 -0.044
H 0.480 1.090 1.927
H -0.673 2.141 1.161
H 1.112 2.543 -0.683
H -1.109 -0.774 1.023
H -2.043 -0.507 -1.150
H 0.257 -2.675 -1.140
H -1.251 1.033 -1.564
H 3.281 1.539 -0.170
```

Properties
Lowest unoccupied orbital energy in eV: 0.617
Orbital gap in Eh: 0.3879
HOMO in Ha: -0.365
Molar mass in g/mol: 139.15
SMILES: O=C1[C@H](O)C[C@H]2CN12.C#C
Multiplicity: 1

---

Here are the energies relative to the best structure, in hartree: <w> 0.0000; <x> 0.0437.

---

<w>
Entry from the Open Molecules 2025 dataset: an isolated molecule of C2H6P2 (ωB97M-V with the def2-TZVPD basis set).

Structure (XYZ):
```
10
Properties=species:S:1:pos:R:3
C 0.489 0.174 0.193
C 0.090 -1.214 0.373
P 2.143 0.522 0.055
P -0.845 1.358 0.261
H -0.899 -1.259 0.776
H 0.837 -1.798 0.992
H -0.099 -1.799 -0.523
H 1.902 1.750 -0.622
H -1.706 0.307 -0.272
H -0.605 1.865 -1.056
```

Properties
Lowest unoccupied orbital energy in eV: -0.079
Orbital gap in Eh: 0.3121
HOMO in Ha: -0.315
Molar mass in g/mol: 92.02
SMILES: [H]/P=C(/C)P
Multiplicity: 1

---

<x>
Entry from the Open Molecules 2025 dataset: an isolated molecule of C2H6P2 (ωB97M-V with the def2-TZVPD basis set).

Structure (XYZ):
```
10
Properties=species:S:1:pos:R:3
C 0.118 0.124 -0.359
C -1.166 -0.582 0.106
P 0.373 0.081 -2.120
P 0.781 1.202 0.849
H -1.510 -1.417 -0.633
H -1.990 0.001 0.495
H -0.999 -1.187 0.913
H 1.606 0.617 -1.989
H 2.222 0.937 0.673
H 0.566 0.224 2.066
```

Properties
Lowest unoccupied orbital energy in eV: -0.292
Orbital gap in Eh: 0.3005
HOMO in Ha: -0.311
Molar mass in g/mol: 92.02
SMILES: [H]/P=C(/C)P
Multiplicity: 1

---

<y>
Entry from the Open Molecules 2025 dataset: an isolated molecule of C2H6P2 (ωB97M-V with the def2-TZVPD basis set).

Structure (XYZ):
```
10
Properties=species:S:1:pos:R:3
C -1.218 1.760 -0.304
C 0.003 1.370 0.005
P 0.498 -0.404 0.554
P 0.737 -2.587 -0.506
H -2.036 1.064 -0.395
H -1.452 2.802 -0.467
H 0.839 2.053 0.091
H 1.868 -0.173 0.353
H -0.533 -2.966 -0.058
H 1.294 -2.920 0.727
```

Properties
Lowest unoccupied orbital energy in eV: -0.095
Orbital gap in Eh: 0.2929
HOMO in Ha: -0.296
Molar mass in g/mol: 92.02
SMILES: C=C[PH]#[PH2]
Multiplicity: 1

---

Here are the energies relative to the best structure, in hartree: <w> 0.0000; <x> 0.0153; <y> 0.0092.

---

<w>
Entry from the Open Molecules 2025 dataset: a structure of composition C3H5IS (ωB97M-V with the def2-TZVPD basis set).

Structure (XYZ):
```
10
Properties=species:S:1:pos:R:3
C 0.708 1.120 0.630
C -0.046 0.715 -0.398
C -0.720 -0.581 -0.357
S -0.157 -1.823 -1.656
I -2.808 -0.299 -0.843
H 1.171 2.084 0.580
H 0.849 0.443 1.506
H 0.034 1.531 -1.199
H -0.807 -0.824 1.023
H -1.167 -2.483 -1.351
```

Properties
Lowest unoccupied orbital energy in eV: 0.084
Orbital gap in Eh: 0.3364
HOMO in Ha: -0.333
Molar mass in g/mol: 200.04
Multiplicity: 1

---

<x>
Entry from the Open Molecules 2025 dataset: a cluster of 2 separate species, C3H5IS in total (ωB97M-V with the def2-TZVPD basis set).

Structure (XYZ):
```
10
Properties=species:S:1:pos:R:3
C 1.219 -0.513 0.661
C 0.031 -0.833 0.253
C -0.971 0.111 -0.283
S -0.801 1.790 0.005
I -2.991 -0.249 -0.124
H 1.837 -1.216 1.178
H 1.520 0.549 0.549
H -0.126 -1.957 0.121
H -0.166 0.176 -2.073
H 0.448 2.141 -0.288
```

Properties
Lowest unoccupied orbital energy (spin up / spin down) in eV: -0.568 / -0.870
Orbital gap (spin up / spin down) in Eh: 0.2771 / 0.2966
HOMO (spin up / spin down) in Ha: -0.298 / -0.329
Molar mass in g/mol: 200.04
Multiplicity: 1

---

Here are the energies relative to the best structure, in hartree: <w> 0.0000; <x> 0.0801.

---

<w>
Entry from the Open Molecules 2025 dataset: a cluster of 2 separate species, C3H10N4 in total (ωB97M-V with the def2-TZVPD basis set).

Structure (XYZ):
```
17
Properties=species:S:1:pos:R:3
C 0.699 -0.895 -0.055
C -0.675 -0.773 0.122
C 1.677 0.080 0.199
N -1.522 -1.713 -0.268
N 2.937 -0.125 -0.033
N -1.250 0.385 0.697
N -0.859 1.932 -0.481
H 1.046 -1.839 -0.461
H 1.402 1.063 0.581
H -1.187 -2.564 -0.705
H -2.522 -1.677 -0.114
H 3.643 0.581 0.163
H 3.278 -1.002 -0.422
H -2.270 0.375 0.798
H -0.771 0.776 1.515
H -1.374 2.689 -0.020
H -1.339 1.696 -1.352
```

Properties
Lowest unoccupied orbital energy (spin up / spin down) in eV: -11.009 / -11.007
Orbital gap (spin up / spin down) in Eh: 0.2478 / 0.2479
Net charge: +2
HOMO (spin up / spin down) in Ha: -0.652 / -0.652
Molar mass in g/mol: 102.14
Multiplicity: 1

---

<x>
Entry from the Open Molecules 2025 dataset: the ion C3H10N4 with charge +2 (ωB97M-V with the def2-TZVPD basis set).

Structure (XYZ):
```
17
Properties=species:S:1:pos:R:3
C -0.664 -0.884 0.839
C 0.682 0.960 0.275
C 0.013 -0.599 -1.419
N 0.855 1.824 -0.722
N 1.065 1.250 1.479
N -1.512 -1.832 0.580
N 0.113 -0.276 -0.056
H -0.843 -0.552 1.810
H -0.764 -0.059 -1.958
H -0.131 -1.651 -1.777
H 0.894 -0.382 -1.971
H 0.639 2.777 -0.550
H 0.641 1.470 -1.657
H 1.505 2.093 1.697
H 0.877 0.800 2.287
H -1.929 -2.471 1.308
H -1.442 -2.469 -0.165
```

Properties
Lowest unoccupied orbital energy in eV: -9.237
Orbital gap in Eh: 0.4118
Net charge: +2
HOMO in Ha: -0.751
Molar mass in g/mol: 102.14
SMILES: C[N+](C=[NH2+])=C(N)N
Multiplicity: 1

---

<y>
Entry from the Open Molecules 2025 dataset: the ion C3H10N4 with charge +2 (ωB97M-V with the def2-TZVPD basis set).

Structure (XYZ):
```
17
Properties=species:S:1:pos:R:3
C -0.621 -0.659 -0.676
C 0.483 0.217 -0.695
C -1.320 -1.218 0.354
N 1.248 0.858 -1.649
N -2.339 -2.007 0.183
N 1.126 0.666 0.773
N 0.945 1.904 1.261
H -0.906 -1.058 -1.702
H -1.068 -1.067 1.417
H 1.382 0.465 -2.573
H 1.976 1.448 -1.438
H -2.967 -2.459 0.839
H -2.542 -2.415 -0.701
H 0.721 0.009 1.375
H 2.133 0.477 0.663
H 1.674 2.520 1.028
H 0.076 2.319 1.539
```

Properties
Lowest unoccupied orbital energy in eV: -9.495
Orbital gap in Eh: 0.3278
Net charge: +2
HOMO in Ha: -0.677
Molar mass in g/mol: 102.14
SMILES: N[NH2+]/C(N)=C\C=[NH2+]
Multiplicity: 1

---

Here are the energies relative to the best structure, in hartree: <w> 0.0752; <x> 0.0000; <y> 0.0779.

---

<w>
Entry from the Open Molecules 2025 dataset: a cluster of 4 separate species, C2H14NO4 in total (ωB97M-V with the def2-TZVPD basis set).

Structure (XYZ):
```
21
Properties=species:S:1:pos:R:3
C 0.288 -1.348 1.385
O 1.143 -0.271 0.994
C -1.096 -0.920 1.013
N -1.214 -0.637 -0.451
H 0.409 -1.498 2.458
H 0.570 -2.269 0.873
H 2.010 -0.600 0.723
H -1.871 -1.624 1.281
H -1.360 0.016 1.504
H -0.735 -1.366 -0.980
H -0.686 0.219 -0.845
H -2.190 -0.507 -0.700
H 0.938 -1.739 -2.583
H 1.912 -0.581 -2.537
O 1.156 -0.954 -2.063
H 0.634 1.817 1.525
H 1.097 3.283 1.196
O 0.422 2.619 1.039
H -1.105 2.526 -1.035
H 0.292 2.076 -1.445
O -0.614 1.757 -1.351
```

Properties
Lowest unoccupied orbital energy in eV: -3.015
Orbital gap in Eh: 0.4224
Net charge: +1
HOMO in Ha: -0.533
Molar mass in g/mol: 116.14
Multiplicity: 1

---

<x>
Entry from the Open Molecules 2025 dataset: a cluster of 5 separate species, C2H14NO4 in total (ωB97M-V with the def2-TZVPD basis set).

Structure (XYZ):
```
21
Properties=species:S:1:pos:R:3
C 0.600 -0.664 -1.742
C -0.870 -0.010 0.058
N -0.068 0.311 -0.876
H 0.303 -1.661 -1.432
H 1.672 -0.696 -1.542
H 0.340 -0.388 -2.758
H -1.103 -1.049 0.274
H -1.283 0.781 0.659
H 0.102 1.303 -1.087
H 1.165 1.355 2.690
H 1.169 1.200 1.228
O 0.541 1.247 1.960
H -1.586 -2.928 -1.187
H -3.072 -2.437 -0.986
O -2.147 -2.253 -0.799
H 1.585 -1.998 2.305
H 1.394 -1.435 3.671
O 1.342 -1.173 2.742
H -0.700 3.776 -0.708
H 0.645 3.577 -1.499
O -0.031 3.141 -0.971
```

Properties
Lowest unoccupied orbital energy in eV: -3.443
Orbital gap in Eh: 0.4026
Net charge: +1
HOMO in Ha: -0.529
Molar mass in g/mol: 116.14
Multiplicity: 1

---

Here are the energies relative to the best structure, in hartree: <w> 0.0000; <x> 0.0331.

---

<w>
Entry from the Open Molecules 2025 dataset: a cluster of 2 separate species, C3H6N2 in total (ωB97M-V with the def2-TZVPD basis set).

Structure (XYZ):
```
11
Properties=species:S:1:pos:R:3
C 1.181 -0.884 0.061
C -2.455 0.366 -0.630
C -2.730 0.361 0.541
N 1.684 1.498 -0.109
N 1.016 0.419 0.140
H 1.948 -1.268 -0.609
H 0.367 -1.521 0.558
H -2.269 0.218 -1.658
H -2.859 0.521 1.574
H 2.476 1.192 -0.637
H 0.280 0.758 0.673
```

Properties
Lowest unoccupied orbital energy in eV: 1.016
Orbital gap in Eh: 0.3276
HOMO in Ha: -0.290
Molar mass in g/mol: 70.09
Multiplicity: 1

---

<x>
Entry from the Open Molecules 2025 dataset: an isolated molecule of C3H6N2 (ωB97M-V with the def2-TZVPD basis set).

Structure (XYZ):
```
11
Properties=species:S:1:pos:R:3
C -0.894 -0.468 -0.044
C -0.404 0.856 -0.026
C 1.191 0.715 0.009
H -1.426 -0.649 -0.897
H -1.534 -0.887 0.811
H -0.651 1.356 0.871
H -0.808 1.573 -0.763
H 2.053 1.422 0.054
H 0.534 -2.221 0.061
N 1.541 -0.506 -0.075
N 0.397 -1.192 -0.001
```

Properties
Lowest unoccupied orbital energy in eV: 1.139
Orbital gap in Eh: 0.3262
HOMO in Ha: -0.284
Molar mass in g/mol: 70.09
SMILES: C1=NNCC1
Multiplicity: 1

---

<y>
Entry from the Open Molecules 2025 dataset: an isolated molecule of C3H6N2 (ωB97M-V with the def2-TZVPD basis set).

Structure (XYZ):
```
11
Properties=species:S:1:pos:R:3
C 1.824 0.097 -0.005
C -1.245 -0.682 0.278
C -0.969 0.704 -0.124
H 1.941 1.245 -0.219
H 2.797 -0.360 0.546
H -0.676 -1.307 1.060
H -2.301 -1.174 -0.114
H -1.817 1.363 -0.703
H -0.188 1.444 0.448
N 0.985 -0.849 -0.384
N -0.351 -0.480 -0.781
```

Properties
Lowest unoccupied orbital energy in eV: 1.040
Orbital gap in Eh: 0.3759
HOMO in Ha: -0.338
Molar mass in g/mol: 70.09
SMILES: C=NN1CC1
Multiplicity: 1

---

<z>
Entry from the Open Molecules 2025 dataset: a cluster of 2 separate species, C3H6N2 in total (ωB97M-V with the def2-TZVPD basis set).

Structure (XYZ):
```
11
Properties=species:S:1:pos:R:3
C -1.320 -0.351 0.753
C -0.183 0.436 0.209
N 1.012 0.475 0.639
C 0.945 -0.510 -2.362
N 1.718 0.179 -1.793
H -1.631 -1.083 -0.004
H -1.034 -0.875 1.669
H -2.171 0.309 0.947
H -0.376 0.990 -0.717
H 1.847 0.548 -0.786
H 1.193 -0.119 1.446
```

Properties
Lowest unoccupied orbital energy in eV: 0.924
Orbital gap in Eh: 0.4324
HOMO in Ha: -0.398
Molar mass in g/mol: 70.09
Multiplicity: 1

---

Here are the energies relative to the best structure, in hartree: <w> 0.1103; <x> 0.0113; <y> 0.0984; <z> 0.0000.

---

<w>
Entry from the Open Molecules 2025 dataset: a structure of composition C3H6N2 (ωB97M-V with the def2-TZVPD basis set).

Structure (XYZ):
```
11
Properties=species:S:1:pos:R:3
C -0.482 0.584 0.993
C -0.305 -0.088 -0.339
N 0.522 0.509 -1.233
C 0.084 -2.085 -0.076
N 1.005 -1.632 0.518
H -1.042 -0.060 1.671
H 0.478 0.825 1.453
H -1.045 1.511 0.827
H -1.220 -0.450 -0.791
H 0.583 0.080 -2.146
H 1.422 0.805 -0.878
```

Properties
Lowest unoccupied orbital energy in eV: 0.602
Orbital gap in Eh: 0.3881
HOMO in Ha: -0.366
Molar mass in g/mol: 70.09
Multiplicity: 1

---

<x>
Entry from the Open Molecules 2025 dataset: an isolated molecule of C3H6N2 (ωB97M-V with the def2-TZVPD basis set).

Structure (XYZ):
```
11
Properties=species:S:1:pos:R:3
C -1.255 0.198 -0.640
N -0.196 0.770 0.214
C 0.712 -0.084 0.989
C 1.474 -0.875 0.017
N 1.976 -1.384 -0.893
H -1.126 0.449 -1.701
H -2.212 0.627 -0.334
H -1.355 -0.892 -0.610
H 0.368 1.399 -0.345
H 1.407 0.527 1.590
H 0.205 -0.736 1.714
```

Properties
Lowest unoccupied orbital energy in eV: 0.907
Orbital gap in Eh: 0.3811
HOMO in Ha: -0.348
Molar mass in g/mol: 70.09
SMILES: CNCC#N
Multiplicity: 1

---

Here are the energies relative to the best structure, in hartree: <w> 0.0521; <x> 0.0000.

---

<w>
Entry from the Open Molecules 2025 dataset: an isolated molecule of C3H6N2 (ωB97M-V with the def2-TZVPD basis set).

Structure (XYZ):
```
11
Properties=species:S:1:pos:R:3
C 0.737 0.175 -0.969
C 1.001 -0.505 0.269
N -1.147 0.499 -0.139
C -0.517 -0.264 0.983
N -0.997 -0.573 2.032
H -1.982 0.020 -0.485
H -1.451 1.425 0.173
H 1.031 1.204 -1.123
H 0.438 -0.364 -1.857
H 1.151 -1.578 0.198
H 1.735 -0.037 0.919
```

Properties
Lowest unoccupied orbital energy in eV: -0.123
Orbital gap in Eh: 0.2767
HOMO in Ha: -0.281
Molar mass in g/mol: 70.09
Multiplicity: 1

---

<x>
Entry from the Open Molecules 2025 dataset: an isolated molecule of C3H6N2 (ωB97M-V with the def2-TZVPD basis set).

Structure (XYZ):
```
11
Properties=species:S:1:pos:R:3
C 1.984 0.016 -0.062
C -1.433 -0.656 0.033
C -0.828 0.692 0.105
H 1.901 0.928 -0.624
H 3.039 -0.201 0.255
H -1.354 -1.294 0.893
H -2.299 -0.837 -0.593
H -1.321 1.375 -0.529
H -0.544 1.168 1.072
N 0.992 -0.835 0.110
N -0.138 -0.355 -0.659
```

Properties
Lowest unoccupied orbital energy in eV: 1.137
Orbital gap in Eh: 0.3814
HOMO in Ha: -0.340
Molar mass in g/mol: 70.09
SMILES: C=NN1CC1
Multiplicity: 1

---

<y>
Entry from the Open Molecules 2025 dataset: an isolated molecule of C3H6N2 (ωB97M-V with the def2-TZVPD basis set).

Structure (XYZ):
```
11
Properties=species:S:1:pos:R:3
C 0.355 0.721 -1.089
C 0.070 -0.318 1.316
C -0.384 -1.159 0.240
H -0.263 2.485 -0.961
H 0.823 -0.129 -1.609
H -0.553 -0.072 2.181
H 1.166 -0.314 1.573
H 0.325 -1.706 -0.363
H -1.419 -1.605 0.276
N 0.237 1.864 -1.620
N -0.357 0.231 0.055
```

Properties
Lowest unoccupied orbital energy in eV: 1.066
Orbital gap in Eh: 0.3857
HOMO in Ha: -0.347
Molar mass in g/mol: 70.09
SMILES: [H]/N=C\N1CC1
Multiplicity: 1

---

<z>
Entry from the Open Molecules 2025 dataset: an isolated molecule of C3H6N2 (ωB97M-V with the def2-TZVPD basis set).

Structure (XYZ):
```
11
Properties=species:S:1:pos:R:3
C 1.549 -0.186 -0.035
N 0.192 -0.514 0.373
C -0.797 0.290 -0.320
C -2.160 -0.030 0.140
N -3.222 -0.263 0.532
H 1.666 -0.372 -1.107
H 2.245 -0.842 0.491
H 1.832 0.864 0.149
H 0.093 -0.392 1.377
H -0.651 1.380 -0.209
H -0.747 0.065 -1.392
```

Properties
Lowest unoccupied orbital energy in eV: 0.811
Orbital gap in Eh: 0.3875
HOMO in Ha: -0.358
Molar mass in g/mol: 70.09
SMILES: CNCC#N
Multiplicity: 1

---

Here are the energies relative to the best structure, in hartree: <w> 0.1207; <x> 0.0886; <y> 0.0525; <z> 0.0000.